# 1
{
  "formula": "C16H18BFFeN6",
  "method": "ωB97M-V with the def2-TZVPD basis set",
  "orbital_gap_ha": [0.320, 0.310],
  "multiplicity": 5,
  "s2": 6.023,
  "e_lumo_ev": [0.24, -0.24],
  "total_energy_ev": -63604.4273,
  "e_above_lowest_kcal_mol": 0.0,
  "e_homo_ev": [-8.471, -8.667],
  "symbols": ["H", "N", "B", "N", "C", "Fe", "H", "C", "H", "C", "H", "C", "H", "H", "H", "N", "N", "N", "N", "C", "C", "H", "H", "C", "C", "C", "C", "H", "H", "H", "H", "H", "F", "C", "C", "C", "C", "C", "C", "H", "H", "H", "H"],
  "coordinates": [[-1.0362, 1.0708, -3.9848], [0.5041, 0.6064, -2.5660], [2.6377, -0.4157, -1.4312], [1.5799, -0.2743, -2.5770], [1.7072, -0.7486, -3.8324], [0.0872, 2.0676, -1.5866], [2.5397, -1.4044, -4.0698], [0.6583, -0.2706, -4.6221], [0.4607, -0.5106, -5.6527], [-0.1122, 0.5429, -3.7957], [3.7056, -0.4729, -2.0196], [-0.9445, -0.9321, 3.5094], [-1.5467, -0.1966, 4.0543], [-0.5225, -0.4700, 2.6072], [-0.1279, -1.2655, 4.1577], [2.7211, -1.7618, -0.5404], [2.6596, 0.9591, -0.6798], [1.7068, -2.2934, 0.2533], [1.6002, 1.8603, -0.6151], [3.8134, -2.5847, -0.4730], [3.7721, 1.5989, -0.2670], [4.7270, -2.3734, -1.0164], [4.7265, 1.0910, -0.3122], [3.5167, -3.6627, 0.3597], [3.4350, 2.8872, 0.1624], [2.1852, -3.4346, 0.7856], [2.0650, 3.0181, -0.0375], [4.1512, -4.4847, 0.6276], [4.1037, 3.6123, 0.5874], [1.6394, -4.0923, 1.4495], [1.4009, 3.8443, 0.1849], [-1.5507, -1.7631, 3.2407], [-5.4150, 3.7155, 0.2678], [-4.1360, 3.4070, -0.1252], [-3.3868, 4.3631, -0.7942], [-2.1029, 3.9975, -1.2571], [-1.6135, 2.7126, -1.0255], [-2.3867, 1.7879, -0.3334], [-3.6590, 2.1321, 0.1386], [-3.7698, 5.3635, -0.9644], [-1.5006, 4.7320, -1.7880], [-1.9994, 0.7842, -0.1440], [-4.2485, 1.4100, 0.6878]],
  "forces_ev_per_angstrom": [[0.14, 0.07, 0.05], [-0.05, -4.03, -3.01], [1.19, -0.90, 0.08], [-1.07, 1.06, -0.91], [-0.44, 0.06, 0.48], [-2.06, 1.83, 0.09], [-0.30, 0.14, 0.01], [-0.03, -0.27, 0.04], [0.07, -0.03, 0.01], [1.92, -0.62, 1.02], [-0.22, 0.04, 0.19], [0.66, 0.95, 0.26], [0.11, -0.14, -0.15], [-0.12, -0.16, 0.26], [-0.14, 0.04, -0.16], [-1.05, -0.09, 0.42], [-0.48, 1.73, -0.04], [0.57, -0.17, -0.20], [3.78, 0.17, 3.20], [-0.40, -0.36, 0.33], [-0.84, 0.05, 0.19], [-0.24, 0.07, 0.06], [-0.14, 0.11, 0.11], [-0.31, 1.03, -0.51], [0.18, -0.31, 0.10], [0.78, 1.17, -1.04], [0.68, -1.74, -0.74], [0.16, -0.08, -0.03], [0.06, 0.05, 0.01], [-0.35, 0.43, -0.12], [0.02, -0.18, -0.12], [-0.49, -0.69, -0.25], [0.80, -0.07, -0.13], [-0.38, 0.01, 0.03], [0.66, -0.15, -0.28], [-1.25, 0.11, 0.65], [-0.33, 0.67, -0.25], [-0.80, 0.21, 0.42], [0.36, -0.13, -0.18], [-0.13, -0.15, 0.06], [-0.17, -0.04, 0.08], [-0.19, 0.20, 0.02], [-0.17, 0.13, -0.03]]
}



# 2
{
  "formula": "C32H38BFeN11Se",
  "method": "ωB97M-V with the def2-TZVPD basis set",
  "orbital_gap_ha": [0.319, 0.223],
  "multiplicity": 6,
  "s2": 8.806,
  "e_lumo_ev": [-1.77, -4.40],
  "total_energy_ev": -150600.3773,
  "e_above_lowest_kcal_mol": 0.0,
  "e_homo_ev": [-10.457, -10.482],
  "charge": 1,
  "symbols": ["Fe", "C", "C", "N", "N", "C", "B", "N", "C", "C", "C", "N", "N", "C", "C", "C", "N", "N", "C", "C", "C", "N", "H", "H", "H", "H", "H", "H", "H", "H", "H", "H", "H", "H", "C", "C", "C", "C", "C", "C", "C", "C", "N", "C", "C", "C", "C", "H", "H", "H", "H", "H", "H", "H", "H", "H", "H", "H", "H", "H", "H", "H", "H", "H", "H", "C", "N", "C", "Se", "N", "C", "C", "C", "C", "C", "C", "H", "H", "H", "H", "H", "H", "H", "H"],
  "coordinates": [[0.3130, 0.9445, -0.1588], [-2.6480, 3.0148, 2.3594], [-2.3384, 2.1486, 1.3104], [-1.0204, 2.0396, 1.1667], [-0.4656, 2.8412, 2.0952], [-1.4235, 3.4378, 2.8256], [1.0428, 3.1683, 2.0180], [1.9096, 1.8741, 2.1459], [2.8787, 1.5893, 3.0301], [3.6090, 0.5194, 2.5542], [3.0153, 0.2098, 1.3324], [1.9887, 1.0211, 1.0950], [1.3111, 3.7270, 0.5677], [1.8511, 4.8686, 0.1029], [1.8295, 4.8609, -1.2734], [1.2480, 3.6368, -1.5949], [0.9366, 2.9643, -0.4947], [1.3665, 4.0996, 3.1768], [1.7816, 5.3845, 3.3203], [1.8350, 5.6733, 4.6573], [1.4228, 4.4842, 5.2834], [1.1390, 3.5458, 4.4017], [-3.6197, 3.3018, 2.7186], [-3.0029, 1.6232, 0.6472], [-1.1748, 4.1177, 3.6209], [2.9798, 2.1586, 3.9360], [4.4649, 0.0584, 3.0128], [3.2973, -0.5141, 0.5875], [2.2427, 5.6210, 0.7584], [2.1894, 5.6244, -1.9378], [1.0541, 3.2086, -2.5656], [2.0000, 6.0303, 2.4926], [2.1256, 6.6031, 5.1118], [1.3195, 4.2750, 6.3360], [-2.1918, 2.6479, -4.0446], [-2.5902, 1.4421, -3.2384], [-3.7632, 0.7330, -3.5194], [-4.1389, -0.4021, -2.7920], [-5.3894, -1.1603, -3.1484], [-3.3510, -0.8192, -1.7405], [-2.1726, -0.1073, -1.3767], [-1.8134, 1.0047, -2.1935], [-1.3724, -0.3571, -0.3312], [-1.6072, -1.4288, 0.6706], [-2.9819, -1.3787, 1.3534], [-1.3722, -2.7925, 0.0041], [-0.5600, -1.2257, 1.7641], [-2.8740, 2.8074, -4.8771], [-1.1862, 2.5309, -4.4497], [-2.1987, 3.5458, -3.4255], [-4.3922, 1.0641, -4.3372], [-5.8565, -0.7552, -4.0436], [-6.1169, -1.1109, -2.3375], [-5.1676, -2.2125, -3.3282], [-3.6334, -1.7121, -1.2097], [-0.8915, 1.5474, -1.9817], [-3.8177, -1.6022, 0.6976], [-3.1512, -0.4067, 1.8112], [-2.9828, -2.1227, 2.1506], [-2.0892, -2.9982, -0.7874], [-1.4611, -3.5790, 0.7549], [-0.3746, -2.8276, -0.4326], [-0.7288, -0.2940, 2.3049], [0.4420, -1.2038, 1.3343], [-0.6021, -2.0445, 2.4823], [2.1727, -3.3805, 0.7302], [2.1556, -3.7034, -0.6815], [1.9424, -2.8612, -1.7129], [1.5945, -1.0470, -1.8126], [2.0362, -3.5947, -2.8432], [2.3146, -4.9242, -2.5520], [2.5005, -6.0405, -3.3504], [2.7645, -7.2323, -2.6968], [2.8384, -7.3029, -1.3010], [2.6500, -6.1829, -0.5084], [2.3859, -4.9935, -1.1682], [2.0698, -2.3082, 0.8411], [3.1204, -3.6980, 1.1640], [1.3516, -3.8826, 1.2413], [1.9185, -3.1822, -3.7543], [2.4421, -5.9873, -4.4283], [2.9169, -8.1300, -3.2787], [3.0490, -8.2530, -0.8312], [2.7046, -6.2394, 0.5699]],
  "forces_ev_per_angstrom": [[0.07, 0.07, 0.62], [-0.03, 0.02, -0.05], [0.05, -0.02, -0.01], [-0.22, -0.04, 0.02], [0.09, 0.00, -0.05], [-0.01, 0.09, 0.00], [0.02, 0.01, 0.06], [0.06, 0.13, -0.12], [0.03, -0.02, 0.02], [0.02, 0.02, -0.08], [0.06, 0.04, 0.02], [-0.09, -0.26, 0.23], [-0.08, -0.02, -0.01], [0.07, 0.01, 0.05], [-0.01, -0.04, -0.02], [0.03, 0.06, 0.00], [0.06, -0.03, -0.29], [0.04, -0.06, 0.00], [-0.02, 0.03, -0.03], [-0.01, -0.01, 0.03], [0.00, 0.00, 0.03], [0.03, 0.04, -0.07], [-0.01, 0.00, 0.01], [-0.04, -0.09, -0.01], [0.02, -0.01, 0.00], [0.01, 0.03, -0.01], [0.01, -0.02, 0.01], [-0.03, -0.09, 0.00], [-0.01, -0.03, -0.04], [0.01, 0.02, -0.02], [-0.01, -0.01, -0.01], [-0.02, -0.01, 0.03], [0.00, 0.02, 0.01], [0.00, 0.00, 0.01], [-0.02, -0.02, 0.00], [-0.03, -0.03, -0.01], [0.00, 0.03, -0.03], [0.00, 0.00, 0.00], [0.02, 0.01, 0.00], [0.04, 0.01, -0.04], [-0.05, -0.05, -0.01], [0.07, 0.04, 0.05], [-0.14, -0.11, -0.04], [0.04, -0.02, -0.17], [0.02, 0.03, -0.06], [0.00, -0.01, 0.03], [0.00, 0.01, 0.01], [0.00, 0.00, 0.00], [0.01, -0.01, -0.01], [0.00, 0.01, 0.01], [0.00, -0.01, -0.01], [0.00, 0.00, -0.01], [-0.01, 0.00, 0.00], [0.00, -0.01, 0.00], [-0.03, 0.01, 0.03], [-0.07, 0.02, 0.01], [0.00, 0.00, 0.00], [0.01, 0.06, 0.02], [-0.01, 0.00, 0.01], [-0.01, -0.01, -0.01], [0.00, -0.01, 0.01], [-0.04, 0.01, 0.02], [0.00, 0.01, 0.00], [0.01, 0.01, 0.02], [0.01, -0.02, 0.00], [0.05, 0.03, -0.03], [-0.01, -0.04, 0.01], [-0.07, -0.01, -0.12], [0.15, 0.18, -0.07], [0.01, -0.07, -0.06], [-0.03, 0.09, -0.05], [0.00, -0.02, 0.02], [0.00, 0.02, 0.04], [0.00, 0.02, -0.04], [-0.01, -0.02, 0.00], [0.02, 0.05, 0.06], [0.00, 0.03, 0.00], [0.00, 0.00, 0.00], [0.00, 0.01, 0.00], [0.00, 0.00, 0.04], [0.01, 0.00, -0.02], [0.01, -0.02, -0.01], [0.00, -0.02, 0.00], [0.01, 0.00, 0.01]]
}



# 3
{
  "formula": "C17H32O4PdSi",
  "method": "ωB97M-V with the def2-TZVPD basis set",
  "orbital_gap_ha": 0.233,
  "e_lumo_ev": -10.14,
  "total_energy_ev": -37681.1691,
  "e_above_lowest_kcal_mol": 0.0,
  "e_homo_ev": -16.479,
  "charge": 2,
  "symbols": ["Pd", "C", "C", "C", "C", "C", "H", "H", "H", "H", "H", "C", "C", "C", "C", "O", "Si", "O", "O", "C", "C", "C", "C", "O", "C", "C", "C", "C", "H", "H", "H", "H", "H", "H", "H", "H", "H", "H", "H", "H", "H", "H", "H", "H", "H", "H", "H", "H", "H", "H", "H", "H", "H", "H", "H"],
  "coordinates": [[0.9673, -1.5992, 1.2532], [-0.1958, -3.0041, 2.4701], [0.5170, -2.0617, 3.2698], [1.9596, -2.3148, 3.1373], [2.1247, -3.2597, 2.1453], [0.7553, -3.6842, 1.7143], [-1.2692, -3.0774, 2.3882], [0.0745, -1.3147, 3.9148], [2.7559, -1.8075, 3.6623], [3.0644, -3.6414, 1.7746], [0.5709, -4.4031, 0.9283], [-2.5514, 2.7551, -1.7453], [-2.7268, 2.0303, -0.4267], [-3.6204, 0.8111, -0.5469], [-3.1541, 2.9479, 0.6976], [-1.3635, 1.5471, -0.0294], [-0.6124, 0.1776, -0.2085], [-0.8591, -0.9881, 0.9709], [1.0577, 0.2834, 0.3016], [1.7235, 1.4618, 0.9740], [1.7099, 2.5850, -0.0501], [3.1380, 1.0062, 1.2615], [0.9570, 1.7987, 2.2352], [-0.6307, -0.4648, -1.6727], [0.2157, -1.4000, -2.3761], [0.7143, -2.4494, -1.3798], [-0.6611, -2.0777, -3.4171], [1.3629, -0.6383, -3.0148], [-3.5169, 3.1236, -2.0937], [-2.1520, 2.0916, -2.5134], [-1.8874, 3.6127, -1.6402], [-4.6456, 1.1250, -0.7433], [-3.6275, 0.2419, 0.3859], [-3.3093, 0.1720, -1.3765], [-4.1259, 3.3816, 0.4610], [-2.4446, 3.7652, 0.8226], [-3.2465, 2.4020, 1.6369], [2.2244, 2.2807, -0.9613], [2.2402, 3.4418, 0.3663], [0.6943, 2.8949, -0.2873], [3.6610, 0.7272, 0.3472], [3.1564, 0.1612, 1.9580], [3.6893, 1.8172, 1.7366], [-0.0779, 2.0634, 2.0247], [1.4311, 2.6457, 2.7304], [0.9773, 0.9591, 2.9386], [-0.1391, -2.8676, -0.8478], [1.4903, -1.9466, -0.7358], [1.2732, -3.2574, -1.8532], [-1.4815, -2.6178, -2.9437], [-0.0765, -2.7736, -4.0183], [-1.0809, -1.3223, -4.0797], [1.9547, -0.1106, -2.2645], [0.9754, 0.0908, -3.7249], [2.0199, -1.3198, -3.5563]],
  "forces_ev_per_angstrom": [[-2.19, 0.24, -0.63], [-0.06, -0.18, 0.39], [0.65, 0.32, 0.43], [0.20, 0.10, 0.07], [-0.29, -0.47, 0.14], [1.32, -0.37, -0.06], [0.00, 0.10, -0.13], [-0.05, -0.01, -0.02], [-0.10, 0.07, 0.09], [-0.06, -0.10, -0.07], [-0.10, 0.01, 0.01], [-0.09, 0.06, -0.07], [0.31, -0.10, 0.03], [-0.13, 0.06, -0.04], [-0.09, 0.05, -0.05], [-0.21, -0.02, 0.10], [0.67, -0.27, 0.29], [-0.46, 0.20, -0.63], [0.39, 0.33, 0.43], [0.11, -0.06, -0.28], [0.01, 0.02, 0.05], [0.02, 0.04, 0.04], [0.00, -0.03, 0.03], [0.01, 0.19, -0.05], [-0.05, -0.11, -0.08], [0.16, 0.10, -0.12], [0.01, 0.03, 0.01], [0.02, 0.02, -0.02], [-0.01, -0.01, 0.03], [0.00, -0.05, 0.04], [0.02, -0.01, 0.05], [0.00, -0.01, -0.02], [0.02, 0.00, -0.01], [0.02, -0.01, 0.02], [0.00, 0.00, 0.01], [0.02, -0.01, 0.00], [0.02, -0.01, -0.01], [-0.01, 0.00, -0.01], [-0.01, 0.01, -0.01], [0.00, 0.00, 0.00], [-0.01, 0.00, -0.01], [-0.03, 0.00, 0.00], [0.02, 0.00, -0.02], [0.00, 0.00, -0.02], [0.01, 0.00, 0.00], [0.01, 0.01, 0.00], [0.04, -0.02, 0.07], [-0.05, -0.10, 0.07], [-0.04, 0.03, -0.08], [0.00, 0.00, -0.01], [0.00, -0.01, 0.01], [-0.01, 0.00, 0.00], [0.00, -0.01, 0.02], [-0.01, 0.00, 0.01], [-0.02, -0.01, 0.00]]
}



Question: Which formula does entry 1 have?
Answer: C16H18BFFeN6